[1]
CH2N2O3S as an isolated structure in a non-equilibrium geometry. Source: the OMol25 dataset; level of theory: wB97M-V/def2-TZVPD.

Results
- HOMO: -11.0 eV
- Energy relative to the best compared isomer or geometry (same formula, charge and spin): 3.260 eV
- DFT total energy: -772.5870 hartree

```
9
CH2N2O3S, DFT wB97M-V/def2-TZVPD
C 0.47 1.01 0.50
N 0.51 0.80 -0.74
N -0.34 0.36 1.37
O 0.77 -1.64 -1.40
O -1.35 -0.68 -2.02
O -0.88 -1.06 0.42
S -0.25 -0.69 -1.10
H 1.07 1.88 0.70
H 0.00 0.00 2.26
```

[2]
An isolated ion of composition C4H10N5 and charge +1 in a non-equilibrium geometry. Source: the OMol25 dataset; level of theory: wB97M-V/def2-TZVPD.

Results
- HOMO (alpha / beta): -13.5 / -13.5 eV
- Net charge: +1
- Energy relative to the best compared isomer or geometry (same formula, charge and spin): 4.895 eV
- Structure (SMILES): CN[C@@H]1NN=NC(C)=[NH+]1
- DFT total energy: -431.8443 hartree

```
19
C4H10N5, DFT wB97M-V/def2-TZVPD
C -1.71 0.58 -2.30
N -0.77 0.34 -1.21
C -0.95 -0.09 0.17
N -0.91 1.12 0.96
N 0.25 1.66 1.27
N 1.29 0.90 1.36
C 1.23 -0.40 1.17
C 2.43 -1.24 1.42
N 0.24 -0.91 0.45
H -1.50 -0.11 -3.09
H -2.70 0.47 -2.08
H -1.60 1.59 -2.70
H 0.06 0.87 -1.32
H -1.83 -0.59 0.35
H -1.65 1.80 0.83
H 2.14 -2.31 1.19
H 2.63 -1.15 2.58
H 3.09 -0.70 0.85
H 0.28 -1.84 0.09
```

[3]
C30H54FeGeN2S as an isolated structure in a non-equilibrium geometry. Source: the OMol25 dataset; level of theory: wB97M-V/def2-TZVPD.

Results
- Spin multiplicity: 2
- HOMO (alpha / beta): -11.2 / -11.8 eV
- Net charge: +1
- Energy relative to the best compared isomer or geometry (same formula, charge and spin): 0.545 eV
- Expectation value of S²: 0.8325
- DFT total energy: -5023.5766 hartree

```
89
C30H54FeGeN2S, DFT wB97M-V/def2-TZVPD
Fe 1.15 -0.13 -0.12
C 2.80 -0.19 1.18
C 1.77 0.48 1.89
C 1.42 1.64 1.10
C 2.27 1.64 -0.02
C 3.14 0.51 0.00
C 4.31 0.20 -0.91
C 5.57 0.37 -0.05
C 4.37 1.18 -2.08
C 4.25 -1.24 -1.43
C 0.56 2.88 1.36
C -0.75 2.59 2.08
C 1.39 3.89 2.16
C 0.21 3.58 0.02
C 1.43 0.02 3.33
C 1.75 1.17 4.30
C 0.00 -0.46 3.57
C 2.35 -1.15 3.73
H 3.28 -1.11 1.48
H 2.25 2.38 -0.81
H 5.62 1.37 0.37
H 6.46 0.21 -0.67
H 5.60 -0.35 0.77
H 4.49 2.20 -1.73
H 3.48 1.13 -2.71
H 5.23 0.94 -2.70
H 4.11 -1.96 -0.63
H 5.18 -1.48 -1.94
H 3.44 -1.34 -2.16
H -0.60 2.22 3.09
H -1.35 1.86 1.53
H -1.33 3.51 2.16
H 1.62 3.55 3.17
H 0.83 4.83 2.25
H 2.33 4.11 1.65
H -0.16 2.89 -0.73
H 1.08 4.09 -0.39
H -0.55 4.33 0.20
H 1.02 1.97 4.26
H 2.74 1.59 4.10
H 1.75 0.78 5.32
H -0.76 0.26 3.28
H -0.12 -0.68 4.63
H -0.20 -1.39 3.03
H 3.40 -0.87 3.70
H 2.20 -2.02 3.09
H 2.11 -1.44 4.75
S 0.84 0.05 -2.42
C 0.34 -1.41 -3.14
N 0.96 -2.58 -2.80
C 0.65 -3.76 -3.36
C -0.32 -3.80 -4.32
C -0.91 -2.58 -4.66
N -0.60 -1.43 -4.09
H 1.67 -2.51 -2.08
H 1.19 -4.63 -3.00
H -0.60 -4.73 -4.80
H -1.68 -2.54 -5.42
C -4.13 2.23 -2.43
C -3.83 2.37 -0.94
C -3.35 1.07 -0.29
C -2.03 0.57 -0.88
Ge -1.38 -0.99 0.12
C -2.24 -2.59 -0.68
C -3.74 -2.47 -0.94
C -4.58 -2.35 0.33
C -6.06 -2.18 0.03
H -4.53 3.16 -2.84
H -4.87 1.45 -2.60
H -3.24 1.98 -3.01
H -4.72 2.72 -0.42
H -3.06 3.14 -0.79
H -4.13 0.31 -0.41
H -3.26 1.23 0.79
H -1.29 1.37 -0.87
H -2.15 0.27 -1.92
H -1.84 -0.84 1.57
H -2.03 -3.44 -0.03
H -1.71 -2.78 -1.63
H -4.09 -3.34 -1.51
H -3.94 -1.61 -1.59
H -4.23 -1.51 0.93
H -4.42 -3.24 0.94
H -6.24 -1.27 -0.55
H -6.65 -2.11 0.95
H -6.45 -3.02 -0.55
C 0.50 -1.84 0.18
H 0.35 -2.67 -0.51
H 0.64 -2.26 1.18
```

[4]
A 15-piece molecular cluster, C23H74N29O15 overall in a non-equilibrium geometry. Source: the OMol25 dataset; level of theory: wB97M-V/def2-TZVPD.

Results
- HOMO: -3.0 eV
- Net charge: -1
- Energy relative to the best compared isomer or geometry (same formula, charge and spin): 1.260 eV
- DFT total energy: -3637.4271 hartree

```
141
C23H74N29O15, DFT wB97M-V/def2-TZVPD
C -1.51 -2.34 1.40
C -1.61 -0.90 0.79
C -2.60 -0.08 1.64
C -2.52 1.32 1.09
C -1.13 2.04 1.15
C -0.02 1.17 0.45
N -0.23 -0.27 0.74
O 0.92 -1.17 0.37
C 1.29 1.69 1.04
C 0.00 1.54 -1.05
C -2.20 -1.00 -0.58
H -0.82 -2.29 2.24
H -1.02 -3.04 0.72
H -2.49 -2.64 1.77
H -2.21 -0.12 2.66
H -3.63 -0.43 1.68
H -3.30 1.72 1.74
H -3.05 1.43 0.14
H -0.89 2.39 2.15
H -1.22 2.97 0.57
H 2.10 1.12 0.59
H 1.32 1.32 2.07
H 1.52 2.75 1.11
H 0.47 2.47 -1.37
H -0.99 1.60 -1.51
H 0.44 0.71 -1.61
H -1.73 -1.86 -1.06
H -2.05 -0.11 -1.17
H -3.27 -1.21 -0.62
C -8.34 -0.78 1.22
O -8.25 -0.40 2.41
N -7.91 -0.07 0.15
N -8.92 -1.83 0.76
H -8.29 -0.22 -0.77
H -7.33 0.73 0.36
H -9.15 -2.49 1.48
H -9.18 -1.97 -0.21
C -0.44 -7.81 2.84
O 0.79 -7.94 2.79
N -1.13 -8.08 1.75
N -1.21 -7.27 3.78
H -2.14 -8.08 1.70
H -0.60 -8.30 0.92
H -0.83 -6.73 4.55
H -2.21 -7.20 3.70
C 6.09 -4.41 -0.41
O 6.87 -5.28 -0.84
N 6.41 -3.17 -0.32
N 4.84 -4.66 -0.12
H 7.24 -2.92 -0.84
H 5.76 -2.43 -0.13
H 4.39 -5.56 -0.23
H 4.27 -3.87 0.14
C -4.91 5.55 -1.80
O -5.43 6.01 -2.81
N -3.66 5.60 -1.71
N -5.61 5.14 -0.80
H -3.20 5.62 -0.81
H -3.12 5.53 -2.56
H -5.13 5.12 0.09
H -6.61 5.32 -0.83
C 1.41 -2.36 5.77
O 1.60 -2.60 6.89
N 0.43 -1.59 5.47
N 2.11 -2.83 4.77
H -0.25 -1.55 6.21
H 0.41 -0.96 4.69
H 2.91 -3.43 4.95
H 1.77 -2.79 3.82
C -4.86 -6.70 -1.83
O -5.93 -6.43 -2.24
N -4.44 -6.32 -0.62
N -3.88 -7.30 -2.47
H -5.13 -5.78 -0.11
H -3.49 -6.48 -0.32
H -4.14 -7.63 -3.39
H -2.92 -7.34 -2.18
C 1.22 1.76 -6.94
O 0.05 1.55 -7.25
N 1.68 2.47 -5.96
N 2.23 1.32 -7.66
H 1.01 2.97 -5.40
H 2.62 2.23 -5.65
H 2.13 1.00 -8.61
H 3.14 1.56 -7.29
C 6.20 3.91 -3.46
O 5.98 2.98 -4.22
N 6.05 5.17 -3.91
N 6.20 3.78 -2.19
H 5.85 5.17 -4.90
H 6.26 5.95 -3.31
H 5.78 2.93 -1.84
H 6.14 4.56 -1.55
C -1.50 7.33 2.19
O -2.65 7.36 2.46
N -0.67 6.65 2.90
N -1.01 7.97 1.21
H -0.91 6.05 3.67
H 0.22 6.54 2.42
H -0.01 8.08 1.13
H -1.61 8.46 0.57
C -0.64 -3.31 -7.55
O -0.51 -4.45 -7.27
N -0.67 -2.94 -8.81
N -0.91 -2.43 -6.68
H -0.50 -3.65 -9.51
H -0.63 -1.98 -9.11
H -0.69 -1.46 -6.86
H -0.72 -2.74 -5.74
C 3.31 -2.21 -4.08
O 3.71 -2.57 -5.17
N 3.60 -1.13 -3.39
N 2.45 -2.86 -3.34
H 3.07 -1.09 -2.53
H 4.29 -0.48 -3.73
H 2.10 -3.80 -3.44
H 2.28 -2.50 -2.41
C 5.66 1.06 5.41
O 4.92 0.65 6.35
N 5.75 0.47 4.29
N 6.41 2.10 5.52
H 5.21 -0.38 4.18
H 6.20 0.95 3.52
H 6.01 2.99 5.77
H 7.00 2.23 4.71
C -4.94 -2.39 6.84
O -4.39 -2.03 7.85
N -5.25 -3.58 6.36
N -5.13 -1.66 5.86
H -5.48 -3.72 5.39
H -5.09 -4.35 6.99
H -6.01 -1.75 5.38
H -4.85 -0.69 5.91
C 4.73 7.76 0.50
O 3.52 7.64 0.58
N 5.26 8.59 -0.28
N 5.55 6.91 0.96
H 6.23 8.59 -0.56
H 4.73 9.23 -0.85
H 6.53 7.09 0.74
H 5.25 6.34 1.73
```

[5]
An isolated ion of composition H2NOS2 and charge -1 in a non-equilibrium geometry. Source: the OMol25 dataset; level of theory: wB97M-V/def2-TZVPD.

Results
- HOMO: -4.3 eV
- Net charge: -1
- Energy relative to the best compared isomer or geometry (same formula, charge and spin): 2.035 eV
- Structure (SMILES): N=[S@@H]([O-])=S
- DFT total energy: -927.5115 hartree

```
6
H2NOS2, DFT wB97M-V/def2-TZVPD
N -0.49 -0.78 -0.62
S 0.59 0.33 -0.77
O 2.12 0.14 0.13
S 0.48 1.11 -2.50
H -0.39 -0.93 0.43
H 0.15 1.47 0.04
```

[6]
A 2-piece molecular cluster, C3H8NO4 overall in a non-equilibrium geometry. Source: the OMol25 dataset; level of theory: wB97M-V/def2-TZVPD.

Results
- HOMO: -4.3 eV
- Net charge: -1
- Energy relative to the best compared isomer or geometry (same formula, charge and spin): 0.965 eV
- DFT total energy: -474.8843 hartree

```
16
C3H8NO4, DFT wB97M-V/def2-TZVPD
O -2.00 1.68 -1.09
C -1.35 0.77 -1.63
O -1.01 0.57 -2.81
C -0.73 -0.34 -0.63
C -1.04 0.04 0.80
O -0.65 -1.07 1.69
N 0.77 -0.20 -0.79
H -0.99 -1.34 -0.97
H -2.10 0.20 0.92
H -0.30 0.77 1.09
H 0.01 -1.61 1.24
H 0.88 0.77 -1.09
H 1.05 -0.69 -1.63
H 2.17 0.46 1.01
H 2.46 -0.36 2.20
O 2.85 0.36 1.69
```

[7]
C21H23ClN3O4PtSi as an isolated structure. Source: the OMol25 dataset; level of theory: wB97M-V/def2-TZVPD.

Results
- Spin multiplicity: 3
- HOMO (alpha / beta): -4.2 / -4.9 eV
- Net charge: -1
- Expectation value of S²: 2.0057
- DFT total energy: -2148.4289 hartree

```
54
C21H23ClN3O4PtSi, DFT wB97M-V/def2-TZVPD
Pt -0.13 -0.34 -0.62
O -1.49 -3.57 -2.94
C -1.21 -2.70 -2.13
O -1.01 -1.46 -2.35
C -1.06 -3.13 -0.67
C -1.51 -4.42 -0.29
C -1.42 -4.80 1.01
C -0.88 -3.90 1.96
C -0.76 -4.21 3.33
C -0.27 -3.29 4.21
C 0.14 -2.02 3.75
C 0.04 -1.70 2.43
C -0.46 -2.64 1.50
N -0.55 -2.29 0.18
H -1.91 -5.05 -1.07
H -1.75 -5.78 1.33
H -1.09 -5.19 3.68
H -0.18 -3.54 5.26
H 0.52 -1.29 4.46
H 0.31 -0.72 2.05
C 1.75 1.27 3.00
C 1.48 2.11 1.78
C 1.56 3.49 1.86
C 1.29 4.23 0.71
C 0.98 3.58 -0.46
C 0.94 2.17 -0.49
N 1.18 1.47 0.65
N 0.59 1.42 -1.56
Si 1.31 1.60 -3.11
C 0.54 2.97 -4.13
C 1.16 0.01 -4.06
C 3.12 2.05 -2.90
H 2.48 1.76 3.65
H 2.13 0.29 2.71
H 0.83 1.12 3.58
H 1.81 3.98 2.79
H 1.31 5.31 0.74
H 0.74 4.12 -1.37
H -0.52 2.76 -4.32
H 1.04 3.07 -5.10
H 0.61 3.94 -3.62
H 0.11 -0.25 -4.22
H 1.60 -0.82 -3.50
H 1.66 0.08 -5.03
H 3.23 3.02 -2.42
H 3.63 2.09 -3.87
H 3.63 1.30 -2.28
Cl -5.24 1.16 -0.23
C -4.05 0.94 1.10
C -2.94 -0.03 0.68
O -3.19 -1.23 0.70
O -1.85 0.58 0.38
H -4.59 0.54 1.94
H -3.64 1.92 1.32
```